Entry 1:
177
Properties=species:S:1:pos:R:3 method="wB97M-V/def2-TZVPD" smiles=COCCOCCOC.COCCOCCOC.COCCOCCOC.COCCOCCOC.COCCOCCOC.COCCOCCOC.COCCOCCOC.ClCCCl.ClCCCl molar_mass_da=1137.1 e_homo_ev=-9.019 gap_ev=9.4
C -34.1850 38.9781 28.5662
O -32.8448 38.7565 28.9342
C -32.7358 38.2772 30.2767
C -31.2704 38.1334 30.6996
O -30.7032 39.4130 30.8577
C -29.3628 39.3602 31.3007
C -28.3579 39.6528 30.2085
O -28.6772 39.0072 29.0022
C -29.2809 39.8628 28.0223
H -34.5144 39.7914 29.2327
H -34.8927 38.1427 28.6205
H -34.1129 39.3336 27.5384
H -33.3064 37.3716 30.4885
H -33.1369 39.1511 30.8134
H -30.7393 37.6654 29.8640
H -31.2468 37.5394 31.6160
H -29.1930 38.3785 31.7563
H -29.1461 40.0695 32.1077
H -27.3720 39.2896 30.5206
H -28.3063 40.7427 30.0900
H -28.6500 40.7243 27.7912
H -30.2237 40.2479 28.4196
H -29.4494 39.1898 27.1866
C -30.9540 35.2928 27.5597
O -31.6411 34.2931 28.2756
C -33.0692 34.3595 28.2632
C -33.7065 33.8297 29.5435
O -33.8639 34.9476 30.3970
C -34.9426 34.8646 31.3492
C -34.4882 34.0746 32.5711
O -33.6839 34.8597 33.4135
C -32.3031 34.9076 33.1727
H -31.0488 34.9889 26.5018
H -29.8817 35.3253 27.7459
H -31.4144 36.2822 27.6428
H -33.3614 33.6726 27.4599
H -33.5737 35.3018 28.0497
H -33.0406 33.1022 30.0251
H -34.6476 33.3097 29.3347
H -35.8181 34.4504 30.8391
H -35.1869 35.8944 31.6007
H -34.0422 33.0896 32.3985
H -35.4088 33.8649 33.1313
H -31.8843 35.7339 33.7441
H -32.0811 35.1683 32.1285
H -31.7985 33.9432 33.2968
C -38.2049 30.9659 30.0036
O -38.7938 32.2385 29.7563
C -37.9038 33.3443 29.8247
C -37.0374 33.5240 28.5732
O -36.1388 32.4371 28.4499
C -35.8395 32.0571 27.1038
C -35.6040 30.5871 27.0830
O -36.8285 29.8815 26.9111
C -36.6604 28.4867 27.0683
H -37.7152 30.5396 29.1265
H -38.9575 30.2971 30.4146
H -37.4049 31.1197 30.7386
H -37.3757 33.4551 30.7780
H -38.6706 34.1218 29.8563
H -36.4900 34.4758 28.6236
H -37.6793 33.6315 27.6954
H -34.9009 32.5448 26.7870
H -36.5294 32.5268 26.3991
H -35.1393 30.2327 28.0109
H -34.8867 30.2972 26.3022
H -35.6291 28.1370 26.9735
H -37.3476 27.9362 26.4299
H -36.9209 28.2587 28.1143
C -38.5142 30.7577 37.8745
O -37.9249 30.5695 36.5912
C -37.0213 31.5995 36.2265
C -37.5126 32.9995 35.8762
O -38.1055 33.0879 34.6103
C -39.2460 32.2768 34.3631
C -40.1851 33.0734 33.4692
O -41.3177 32.3156 33.0689
C -42.2194 32.0444 34.1321
H -38.8002 31.7830 38.1048
H -37.8854 30.1948 38.5685
H -39.4516 30.1905 37.8675
H -36.6200 31.1771 35.2946
H -36.1072 31.5293 36.8331
H -36.5342 33.4706 35.7265
H -38.0834 33.4943 36.6675
H -39.7586 32.0358 35.2984
H -38.9658 31.3075 33.9416
H -39.7584 33.3642 32.5103
H -40.4018 33.9636 34.0741
H -43.0239 31.4330 33.7047
H -42.7063 32.9813 34.4096
H -41.8082 31.3493 34.8657
C -40.8531 35.8060 29.6313
O -39.6288 36.3456 29.1785
C -39.7622 37.2461 28.0911
C -38.4608 37.3804 27.3805
O -38.0752 36.1585 26.7652
C -37.0775 36.2078 25.7767
C -35.6372 36.1338 26.3195
O -34.9080 37.1324 25.6380
C -33.5288 37.0854 25.8480
H -41.3235 35.1834 28.8640
H -41.5734 36.6153 29.8067
H -40.6937 35.2561 30.5530
H -39.9588 38.2361 28.5304
H -40.6446 37.0802 27.4691
H -37.6272 37.7548 27.9831
H -38.5965 38.0624 26.5269
H -37.2444 37.0487 25.1001
H -37.1840 35.3174 25.1537
H -35.2275 35.1466 26.0852
H -35.6360 36.3526 27.3939
H -33.0222 37.7406 25.1417
H -33.0558 36.1019 25.7188
H -33.2282 37.3660 26.8629
C -37.3253 32.6285 41.1842
O -36.7699 31.3427 41.3435
C -35.3670 31.3113 41.5591
C -34.4860 31.8870 40.4512
O -34.6894 33.3131 40.4717
C -33.6858 34.1224 39.8726
C -33.9017 34.2702 38.3886
O -33.6161 33.0488 37.7193
C -33.2628 33.1899 36.3559
H -37.2332 32.8880 40.1273
H -36.7494 33.3594 41.7627
H -38.3441 32.7718 41.5457
H -35.1162 30.2544 41.6439
H -35.2049 31.8838 42.4766
H -34.6420 31.6120 39.4061
H -33.4340 31.7129 40.7116
H -32.7183 33.6707 40.1368
H -33.5643 35.0743 40.3936
H -33.2229 35.0611 38.0520
H -34.9508 34.5126 38.2117
H -33.8955 33.7846 35.6929
H -33.2476 32.1489 36.0266
H -32.2330 33.5672 36.3353
C -30.5852 33.6090 22.3890
O -30.6406 33.6159 23.8182
C -29.3394 33.6137 24.4595
C -28.5162 32.3736 24.0688
O -27.9411 32.5275 22.7855
C -26.7734 31.7155 22.5696
C -27.1585 30.2325 22.5515
O -27.8986 30.0061 21.3771
C -28.1911 28.6362 21.0894
H -30.3399 32.6015 22.0637
H -29.9101 34.3859 22.0246
H -31.5577 33.8644 21.9619
H -29.7302 33.5447 25.4765
H -28.8027 34.5440 24.2549
H -29.1228 31.4877 24.2506
H -27.6798 32.4731 24.7765
H -25.9789 32.0118 23.2554
H -26.5854 32.0039 21.5355
H -27.6690 29.8016 23.4178
H -26.1961 29.7011 22.4537
H -28.0350 28.6267 20.0088
H -29.2202 28.3607 21.3188
H -27.4602 27.9845 21.5715
Cl -29.0602 37.6955 24.6495
C -30.7467 37.1935 24.3827
C -31.5196 38.3219 23.7344
Cl -31.6205 39.7301 24.8569
H -31.1103 37.0204 25.3948
H -30.6689 36.2574 23.8350
H -32.5525 38.0250 23.5664
H -31.0518 38.6336 22.8052
Cl -26.9788 29.5415 30.8054
C -27.8868 30.8682 31.6215
C -29.3400 30.6403 31.2579
Cl -30.3306 31.8617 32.1420
H -27.4979 31.8420 31.3449
H -27.6824 30.6627 32.6685
H -29.6633 29.6382 31.5191
H -29.4847 30.7905 30.1912

=====

Entry 2:
14
Properties=species:S:1:pos:R:3 method="wB97M-V/def2-TZVPD" molar_mass_da=104.2 e_homo_ev=-8.696 gap_ev=9.5
C 2.7634 0.6147 0.2765
C 0.1565 0.5251 -0.0475
C -2.1893 0.3088 -0.3098
C -3.3915 -0.0739 0.3885
H 3.7713 0.2343 -0.5708
H 2.6303 1.7105 -0.2118
H 2.9941 0.4407 1.3936
H 0.3490 1.1297 -0.9660
H 0.1965 0.8872 1.0350
H -2.2064 1.2536 -0.6559
H -3.6829 -1.0327 0.6908
H -4.2923 0.5766 0.4075
O -0.9543 -0.3105 -0.2677
S 1.4900 -0.6852 -0.0517